Formula: C4H6O2
Source: the Open Molecules 2025 dataset
Level of theory: wB97M-V/def2-TZVPD

Summary:
* DFT total energy: -306.30989 a.u.
* lowest unoccupied orbital energy: -0.609 eV
* largest force on an atom: 0.4 eV Å⁻¹
* HOMO-LUMO gap: 8.75 eV
* multiplicity: 1
* HOMO: -9.36 eV

Element x y z (Å)
C1 1.253 -1.052 -0.352
O1 0.503 -0.346 -1.348
C2 0.276 0.662 -0.345
C3 -1.175 0.728 0.123
O2 -1.513 -0.414 0.891
C4 1.085 -0.032 0.724
H1 2.308 -1.216 -0.618
H2 0.806 -2.022 -0.084
H3 0.648 1.652 -0.649
H4 -1.332 1.660 0.684
H5 -1.832 0.727 -0.751
H6 -1.027 -0.346 1.726


Formula: C4H6O2
Source: the Open Molecules 2025 dataset
Level of theory: wB97M-V/def2-TZVPD

Summary:
* DFT total energy: -306.32246 a.u.
* lowest unoccupied orbital energy (alpha / beta): -0.450 / 0.336 eV
* largest force on an atom: 1.1 eV Å⁻¹
* HOMO-LUMO gap (alpha / beta): 6.78 / 8.38 eV
* multiplicity: 1
* HOMO (alpha / beta): -7.23 / -8.04 eV

Element x y z (Å)
C1 -0.225 -0.073 1.105
C2 0.435 1.250 0.806
O1 1.447 1.339 0.141
C3 0.387 -0.414 -1.761
O2 -0.208 -1.227 -1.000
C4 -1.072 -0.646 -0.031
H1 -0.899 0.035 1.961
H2 0.590 -0.760 1.398
H3 -0.051 2.169 1.193
H4 0.006 0.602 -1.831
H5 1.236 -0.789 -2.326
H6 -1.647 -1.487 0.346


Formula: C4H6O2
Source: the Open Molecules 2025 dataset
Level of theory: wB97M-V/def2-TZVPD

Summary:
* SMILES: COCC1=CO1
* DFT total energy: -306.28900 a.u.
* lowest unoccupied orbital energy: 0.396 eV
* largest force on an atom: 1.7 eV Å⁻¹
* HOMO-LUMO gap: 9.25 eV
* multiplicity: 1
* HOMO: -8.86 eV

Element x y z (Å)
C1 0.805 0.914 -0.791
O1 -0.138 0.059 -1.457
C2 -0.397 -1.041 -0.626
C3 -0.381 -0.472 0.777
C4 -0.728 0.627 1.563
O2 0.374 -0.730 1.748
H1 0.439 1.199 0.233
H2 1.793 0.430 -0.778
H3 0.818 1.858 -1.313
H4 -1.383 -1.462 -0.859
H5 0.360 -1.839 -0.728
H6 -1.561 0.456 2.231


Formula: C4H6O2
Source: the Open Molecules 2025 dataset
Level of theory: wB97M-V/def2-TZVPD

Summary:
* DFT total energy: -306.28395 a.u.
* lowest unoccupied orbital energy (alpha / beta): 0.390 / 0.390 eV
* largest force on an atom: 0.5 eV Å⁻¹
* HOMO-LUMO gap (alpha / beta): 8.30 / 8.30 eV
* multiplicity: 1
* HOMO (alpha / beta): -7.91 / -7.91 eV

Element x y z (Å)
O1 1.309 -0.883 0.261
C1 1.721 -0.295 1.342
C2 0.348 0.520 0.559
C3 -0.879 -0.038 -0.166
C4 -0.690 -0.127 -1.667
O2 0.124 0.521 -2.275
H1 1.472 -0.944 2.239
H2 0.809 1.351 0.036
H3 0.026 0.770 1.583
H4 -1.192 -1.004 0.241
H5 -1.714 0.661 0.000
H6 -1.389 -0.807 -2.197


Formula: C4H6O2
Source: the Open Molecules 2025 dataset
Level of theory: wB97M-V/def2-TZVPD

Summary:
* DFT total energy: -306.37370 a.u.
* lowest unoccupied orbital energy: 0.496 eV
* largest force on an atom: 0.6 eV Å⁻¹
* HOMO-LUMO gap: 9.28 eV
* multiplicity: 1
* HOMO: -8.79 eV

Element x y z (Å)
C1 -1.342 -1.205 -1.227
C2 -0.555 -0.207 0.712
O1 -0.241 -0.685 -0.465
C3 0.726 0.403 1.278
C4 1.275 1.468 0.347
O2 1.212 2.651 0.573
H1 -1.613 -0.449 -1.966
H2 -2.180 -1.402 -0.556
H3 -1.000 -2.112 -1.729
H4 0.524 0.846 2.254
H5 1.477 -0.395 1.376
H6 1.718 1.088 -0.595


Formula: C4H6O2
Source: the Open Molecules 2025 dataset
Level of theory: wB97M-V/def2-TZVPD

Summary:
* DFT total energy: -306.40180 a.u.
* lowest unoccupied orbital energy: 0.836 eV
* largest force on an atom: 0.7 eV Å⁻¹
* HOMO-LUMO gap: 9.66 eV
* multiplicity: 1
* HOMO: -8.82 eV

Element x y z (Å)
C1 -2.121 -0.162 -0.240
C2 -1.090 0.764 0.328
O1 -1.229 1.904 0.639
C3 1.014 0.243 -0.433
O2 0.160 0.117 0.569
C4 2.327 -0.346 -0.001
H1 -2.895 0.419 -0.742
H2 -1.653 -0.856 -0.937
H3 -2.598 -0.740 0.558
H4 2.301 -1.018 0.866
H5 2.810 -0.833 -0.855
H6 2.975 0.508 0.250


Formula: C4H6O2
Source: the Open Molecules 2025 dataset
Level of theory: wB97M-V/def2-TZVPD

Summary:
* SMILES: C=C=CO.C=O
* DFT total energy: -306.37038 a.u.
* lowest unoccupied orbital energy: 0.791 eV
* largest force on an atom: 0.7 eV Å⁻¹
* HOMO-LUMO gap: 9.96 eV
* multiplicity: 1
* HOMO: -9.17 eV

Element x y z (Å)
C1 1.492 -1.088 -0.077
C2 1.142 0.119 0.270
C3 0.291 1.114 0.458
O1 -0.461 1.307 1.584
H1 0.642 -1.620 -0.532
H2 2.459 -1.581 -0.004
H3 0.176 1.938 -0.242
H4 -0.390 0.502 2.117
C4 -1.336 -0.201 -0.855
O2 -1.101 -1.390 -0.905
H5 -1.937 0.241 -0.043
H6 -1.065 0.486 -1.679


Formula: C4H6O2S
Source: the Open Molecules 2025 dataset
Level of theory: wB97M-V/def2-TZVPD

Summary:
* DFT total energy: -704.57554 a.u.
* lowest unoccupied orbital energy (alpha / beta): 0.074 / 0.076 eV
* largest force on an atom: 5.6 eV Å⁻¹
* HOMO-LUMO gap (alpha / beta): 7.77 / 7.78 eV
* multiplicity: 1
* HOMO (alpha / beta): -7.70 / -7.70 eV

Element x y z (Å)
C1 0.456 -1.843 -1.170
C2 0.433 -1.318 0.200
C3 -0.344 0.072 0.242
C4 -0.042 0.987 -0.901
O1 0.663 -2.887 -1.670
O2 -1.491 0.142 -3.002
S1 -0.137 0.193 -2.582
H1 0.069 -2.185 0.848
H2 1.442 -1.102 0.532
H3 -1.363 -0.131 0.495
H4 -0.054 0.585 1.171
H5 -0.573 1.866 -1.043
H6 0.882 1.410 -0.872


Formula: C4H6O2S2
Source: the Open Molecules 2025 dataset
Level of theory: wB97M-V/def2-TZVPD

Summary:
* DFT total energy: -1102.63873 a.u.
* lowest unoccupied orbital energy (alpha / beta): -1.596 / -1.593 eV
* largest force on an atom: 4.4 eV Å⁻¹
* HOMO-LUMO gap (alpha / beta): 7.50 / 7.50 eV
* multiplicity: 1
* HOMO (alpha / beta): -9.09 / -9.09 eV

Element x y z (Å)
C1 1.479 -1.712 -0.261
C2 -0.023 0.619 -1.172
C3 -1.466 1.113 0.889
C4 -1.238 0.281 -0.357
O1 2.570 -3.477 1.291
O2 2.521 0.309 -1.515
S1 2.532 -2.081 1.005
S2 1.384 -0.085 -0.713
H1 -0.117 1.462 -1.783
H2 -2.271 0.567 1.411
H3 -1.694 2.082 0.665
H4 -0.547 1.252 1.655
H5 -2.049 0.483 -0.989
H6 -1.081 -0.811 -0.126


Formula: C4H6O3S
Source: the Open Molecules 2025 dataset
Level of theory: wB97M-V/def2-TZVPD

Summary:
* SMILES: COC(=O)O.C=C=S
* DFT total energy: -779.87199 a.u.
* lowest unoccupied orbital energy: -0.074 eV
* largest force on an atom: 2.9 eV Å⁻¹
* HOMO-LUMO gap: 8.52 eV
* multiplicity: 1
* HOMO: -8.59 eV

Element x y z (Å)
C1 -1.724 -0.441 -0.195
O1 -1.128 -1.706 -0.420
C2 0.142 -1.732 0.043
O2 0.712 -0.741 0.382
O3 0.700 -2.909 -0.224
H1 -2.797 -0.603 -0.381
H2 -1.366 0.218 -0.989
H3 -1.577 0.013 0.740
H4 1.685 -2.853 -0.216
C3 2.770 1.822 0.488
C4 3.401 0.725 0.155
S1 4.257 -0.570 -0.065
H5 1.840 1.791 1.059
H6 2.821 2.728 -0.018